DFT (ωB97M-V/def2-TZVPD) results for C63H38N9O2S3Tl as an isolated structure.

Last column: Löwdin charge in e.
Geometry (Å):
Tl  -0.3332  -0.5276  -0.7349  1.135
C  5.5140  -5.7086  0.2399  -0.095
C  4.2722  -5.7848  0.8535  -0.083
C  3.2920  -4.8431  0.5638  -0.038
C  3.5359  -3.8164  -0.3459  -0.214
C  4.7905  -3.7479  -0.9544  -0.034
C  5.7699  -4.6867  -0.6674  -0.079
C  2.4850  -2.8002  -0.6503  -0.071
C  2.7900  -1.4385  -0.2252  -0.219
C  3.8416  -1.0960  0.5394  -0.002
C  3.6984  0.3376  0.8960  -0.165
C  2.5047  0.7626  0.0817  -0.219
C  1.9423  2.0219  0.2454  -0.095
C  2.3273  2.8830  1.4925  -0.258
C  3.1101  4.1051  1.0566  -0.053
C  2.9640  5.2911  1.6432  -0.068
C  2.0509  5.4833  2.7725  -0.079
C  1.1755  4.5381  3.0938  -0.037
C  1.0103  3.3064  2.2481  -0.165
C  0.8134  2.4797  -0.5492  -0.225
N  -0.1074  1.6481  -1.0975  0.046
C  -1.1210  2.4303  -1.6404  -0.240
C  -2.2517  1.9632  -2.3359  -0.055
C  -3.2941  2.9888  -2.6357  -0.206
C  -4.0193  3.5455  -1.5830  -0.027
C  -5.0183  4.4764  -1.8280  -0.073
C  -5.2940  4.8728  -3.1306  -0.088
C  -4.5650  4.3351  -4.1824  -0.075
C  -3.5722  3.3956  -3.9368  -0.034
C  -2.5037  0.6599  -2.7565  -0.242
C  -3.6435  0.2162  -3.4875  0.003
C  -3.5054  -1.1294  -3.6783  -0.013
C  -2.2877  -1.5292  -3.0349  -0.259
N  -1.6943  -0.4449  -2.5026  0.029
C  -1.8242  -2.8839  -2.9045  -0.110
C  -0.6617  -3.2685  -2.2621  -0.227
C  -0.0584  -4.5985  -2.3865  0.017
C  1.1352  -4.5705  -1.7825  0.020
C  1.3366  -3.2272  -1.2369  -0.222
N  0.1932  -2.4869  -1.5239  0.003
C  -2.6741  -3.9622  -3.4940  -0.211
C  -2.9677  -4.0141  -4.8569  -0.042
C  -3.7489  -5.0344  -5.3817  -0.080
C  -4.2524  -6.0294  -4.5551  -0.095
C  -3.9709  -5.9941  -3.1964  -0.082
C  -3.1946  -4.9676  -2.6736  -0.048
C  -0.7804  3.7902  -1.4547  0.007
C  0.4271  3.8253  -0.8003  -0.017
N  1.9535  -0.3198  -0.5046  0.061
H  6.2793  -6.4405  0.4670  0.099
H  4.0659  -6.5774  1.5631  0.101
H  2.3243  -4.8949  1.0513  0.122
H  4.9874  -2.9512  -1.6629  0.124
H  6.7358  -4.6233  -1.1542  0.102
H  4.6318  -1.7398  0.8901  0.117
H  4.5863  0.9524  0.7261  0.166
H  3.8305  3.9519  0.2623  0.128
H  3.5674  6.1293  1.3136  0.113
H  2.1308  6.3911  3.3586  0.108
H  0.5136  4.6649  3.9454  0.111
H  0.2855  3.5841  1.4829  0.136
H  -3.7952  3.2393  -0.5662  0.113
H  -5.5802  4.8929  -1.0006  0.103
H  -6.0722  5.6006  -3.3241  0.101
H  -4.7677  4.6493  -5.1988  0.104
H  -2.9972  2.9794  -4.7562  0.126
H  -4.4510  0.8445  -3.8305  0.113
H  -4.1880  -1.7846  -4.1957  0.105
H  -0.4899  -5.4146  -2.9442  0.117
H  1.8683  -5.3609  -1.7450  0.118
H  -2.5602  -3.2548  -5.5154  0.122
H  -3.9568  -5.0582  -6.4445  0.102
H  -4.8559  -6.8283  -4.9677  0.100
H  -4.3571  -6.7649  -2.5407  0.101
H  -2.9786  -4.9428  -1.6103  0.116
H  -1.3510  4.6304  -1.8203  0.119
H  1.0003  4.6974  -0.5279  0.110
S  -5.4815  3.4593  3.3843  1.001
N  -5.7148  2.2267  2.3618  -0.212
C  -4.5351  1.6908  2.1457  -0.315
C  -4.2869  0.5413  1.2752  -0.082
C  -5.3132  -0.1613  0.6520  0.023
C  -5.0006  -1.2625  -0.1133  -0.010
C  -3.6628  -1.5868  -0.2854  -0.085
N  -2.6726  -0.8933  0.2661  0.094
C  -2.9696  0.1206  1.0866  -0.141
C  -1.8433  0.7515  1.8119  -0.152
N  -0.6940  0.1994  1.7045  0.070
C  0.4436  0.8213  2.2800  -0.548
C  0.3502  2.1455  3.0699  -0.201
C  -1.0740  2.4886  3.3471  0.065
C  -2.0835  1.9023  2.6967  -0.067
C  -3.4745  2.3373  2.8473  -0.304
N  -3.8784  3.3509  3.5795  -0.209
H  -6.3357  0.1689  0.7900  0.124
H  -5.7663  -1.8546  -0.5940  0.118
H  -3.3761  -2.4219  -0.9122  0.108
H  0.9569  1.1230  1.3643  0.045
H  0.8962  2.0554  4.0117  0.142
H  -1.3017  3.2590  4.0771  0.128
O  5.5052  3.0737  2.2612  -0.268
S  4.4979  2.7294  3.2285  0.716
O  4.1276  3.7041  4.2085  -0.257
N  3.1332  2.0669  2.4901  -0.084
C  3.2548  0.6170  2.3565  -0.509
S  1.7045  -0.3228  2.8949  1.103
C  4.2754  0.1677  3.3600  -0.221
C  4.5607  -1.1397  3.7336  -0.036
C  5.5285  -1.3535  4.7028  -0.052
C  6.2002  -0.2877  5.3003  -0.064
C  5.9177  1.0154  4.9278  -0.026
C  4.9523  1.2049  3.9553  -0.213
H  4.0297  -1.9705  3.2842  0.109
H  5.7602  -2.3674  5.0052  0.109
H  6.9464  -0.4780  6.0606  0.107
H  6.4271  1.8617  5.3728  0.126

As for the spin multiplicity: 1. The value obtained for the HOMO energy is -5.950 eV. As for the energy: -4433.81850 Eh.



DFT (ωB97M-V/def2-TZVPD) results for C53H48AsN8O3S3Zn as an isolated structure.

Last column: Löwdin charge in e.
Geometry (Å):
Zn  -0.6509  -0.9269  -0.6174  0.710
N  -2.4106  0.4203  -1.0564  0.069
C  -2.7847  0.0183  -2.3781  -0.239
C  -4.0553  0.0904  -2.8687  -0.011
C  -4.3470  -0.3171  -4.1907  -0.044
C  -3.3583  -0.7587  -5.0181  -0.013
C  -2.0308  -0.8604  -4.5378  -0.136
C  -0.9519  -1.3236  -5.3224  0.026
C  0.3012  -1.3959  -4.7809  -0.014
C  0.4748  -1.0812  -3.4251  -0.118
N  -0.5107  -0.6662  -2.6588  0.044
C  -1.7524  -0.5004  -3.2062  -0.161
H  -3.2112  0.4851  -0.4410  0.099
H  -1.9218  1.3226  -1.0496  -0.022
H  -4.8545  0.4752  -2.2445  0.120
H  -5.3675  -0.2545  -4.5466  0.116
H  -3.5740  -1.0430  -6.0414  0.123
H  -1.1309  -1.6172  -6.3504  0.130
H  1.1502  -1.7347  -5.3591  0.118
H  1.4454  -1.1844  -2.9552  0.114
S  1.2596  3.1503  -4.8660  1.062
C  0.2629  2.6128  -3.5515  -0.489
N  0.8533  1.9792  -2.5997  0.004
C  2.2135  1.8683  -2.8662  -0.349
C  3.1488  1.2544  -2.0287  -0.034
C  4.4692  1.2191  -2.4231  -0.072
C  4.8724  1.7829  -3.6436  -0.073
C  3.9640  2.4035  -4.4785  -0.077
C  2.6289  2.4451  -4.0723  -0.474
H  -0.8053  2.8092  -3.5621  0.078
H  2.8166  0.8326  -1.0848  0.110
H  5.2121  0.7615  -1.7798  0.106
H  5.9146  1.7319  -3.9363  0.110
H  4.2775  2.8425  -5.4177  0.113
C  -2.4750  7.4403  -0.2396  -0.083
C  -2.7145  6.6705  0.8898  -0.078
C  -2.1604  5.3999  1.0026  -0.098
C  -1.3639  4.8967  -0.0188  -0.378
C  -1.1367  5.6681  -1.1579  -0.130
C  -1.6800  6.9408  -1.2640  -0.082
As  -0.6233  3.0887  -0.0236  1.375
C  -0.8578  2.5293  1.8202  -0.342
C  -2.0176  2.0561  2.4196  -0.109
C  -1.9853  1.6163  3.7378  -0.074
C  -0.7855  1.6284  4.4406  -0.081
C  0.3827  2.0725  3.8357  -0.047
C  0.3557  2.5266  2.5199  -0.205
C  1.5100  3.0597  1.7595  -0.195
C  2.8165  3.1746  2.2267  -0.030
C  3.7912  3.7490  1.4223  -0.071
C  3.4714  4.2277  0.1564  -0.074
C  2.1758  4.0945  -0.3271  -0.099
C  1.2058  3.5016  0.4668  -0.310
H  -2.9075  8.4301  -0.3238  0.106
H  -3.3332  7.0611  1.6888  0.107
H  -2.3398  4.8099  1.8934  0.092
H  -0.5242  5.2740  -1.9626  0.083
H  -1.4893  7.5406  -2.1455  0.106
H  -2.9533  2.0513  1.8709  0.102
H  -2.8911  1.2641  4.2164  0.109
H  -0.7620  1.2896  5.4695  0.111
H  1.3119  2.0681  4.3956  0.113
H  3.0783  2.8224  3.2183  0.107
H  4.8074  3.8337  1.7887  0.107
H  4.2334  4.6916  -0.4581  0.109
H  1.9243  4.4544  -1.3185  0.101
N  -7.7605  -1.8219  2.8837  0.115
C  -6.6768  -2.2526  2.1558  -0.310
C  -6.3327  -1.6175  0.9504  -0.022
C  -5.2212  -2.0209  0.2448  -0.063
C  -4.4370  -3.0679  0.7245  -0.307
C  -4.7625  -3.7058  1.9151  -0.069
C  -5.8760  -3.2996  2.6252  -0.018
S  -2.9489  -3.4539  -0.1104  0.572
O  -2.4236  -4.6752  0.4352  -0.301
O  -3.1563  -3.3407  -1.5295  -0.300
N  -1.9537  -2.2105  0.2425  -0.191
C  -1.3257  -2.0279  1.4233  -0.710
S  -1.4824  -2.8761  2.9209  1.100
C  -0.2573  -1.8596  3.6107  -0.379
C  0.1857  -0.9739  2.7012  -0.263
N  -0.4096  -1.0501  1.4590  -0.012
H  -8.4316  -1.2233  2.4391  0.096
H  -8.1195  -2.4186  3.6066  0.098
H  -6.9597  -0.8146  0.5788  0.112
H  -4.9552  -1.5632  -0.7019  0.095
H  -4.1461  -4.5270  2.2613  0.110
H  -6.1394  -3.7926  3.5539  0.117
H  0.0567  -1.9968  4.6340  0.075
H  0.9340  -0.2127  2.8735  0.100
C  4.1061  -0.9814  1.9995  -0.061
C  3.4919  -2.2556  2.5826  -0.208
N  4.1497  -3.4746  2.1295  -0.047
C  5.3409  -3.9200  2.8691  -0.188
C  6.6525  -3.6879  2.1262  -0.068
C  3.7718  -4.2482  1.0777  -0.392
O  4.4065  -5.2470  0.7698  0.062
C  2.5078  -3.9679  0.2790  -0.064
C  1.9034  -5.1005  -0.2718  0.032
C  0.7962  -4.9677  -1.0838  -0.005
C  0.2900  -3.7010  -1.3082  -0.125
N  0.8463  -2.6046  -0.7878  0.013
C  1.9432  -2.7439  -0.0303  -0.069
H  3.5025  -0.1045  2.2550  0.065
H  4.1896  -1.0465  0.9128  0.065
H  5.1101  -0.8272  2.3981  0.076
H  2.4328  -2.3232  2.3650  0.078
H  3.5828  -2.2232  3.6682  0.121
H  5.2259  -4.9847  3.0671  0.123
H  5.3459  -3.3873  3.8193  0.116
H  6.6939  -4.3078  1.2334  0.070
H  7.4909  -3.9572  2.7719  0.079
H  6.7633  -2.6401  1.8364  0.067
H  2.3383  -6.0670  -0.0588  0.130
H  0.3164  -5.8283  -1.5289  0.124
H  -0.5955  -3.5610  -1.9207  0.104
H  2.3848  -1.8121  0.2907  0.094

As for the spin multiplicity: 1. Its charge is +1. The value obtained for the HOMO energy is -10.119 eV. As for the energy: -7921.84082 Eh.



DFT (ωB97M-V/def2-TZVPD) results for the molecule C4H5FN2O4.

Last column: natural (NBO) charge in e.
Geometry (Å):
N  1.0275  -1.4201  0.6152  -0.824
C  0.4559  -0.7047  -0.4722  0.208
O  1.2573  0.3793  -0.9904  -0.512
C  1.2594  1.4825  -0.1710  0.213
O  -0.0359  2.0547  -0.0143  -0.475
C  -1.0283  1.1796  0.0770  0.764
F  -2.1726  1.7897  0.3129  -0.266
C  -0.8994  -0.1502  -0.0887  -0.199
N  -1.9874  -1.0765  0.0019  0.537
O  -3.0039  -0.7047  0.5401  -0.374
O  -1.8066  -2.1749  -0.4731  -0.382
H  1.8647  -1.9199  0.3518  0.377
H  1.2034  -0.8481  1.4315  0.362
H  0.3434  -1.3911  -1.3187  0.227
H  1.8765  2.2512  -0.6409  0.200
H  1.6460  1.2533  0.8389  0.145

As for the spin multiplicity: 1. The value obtained for the HOMO energy is -10.160 eV. As for the energy: -665.63771 Eh.



DFT (ωB97M-V/def2-TZVPD) results for a 3-piece molecular cluster, C22H28N4O2 overall.

Last column: natural (NBO) charge in e.
Geometry (Å):
C  -1.5519  -1.5841  -0.6513  -0.645
C  -1.1757  -2.9670  -1.3105  -0.017
C  -1.8877  -4.2087  -0.8936  -0.213
C  -1.5381  -5.5183  -1.4737  -0.226
C  -0.4616  -5.5969  -2.4970  -0.218
C  0.2603  -4.3860  -2.9476  -0.212
C  -0.1176  -3.0923  -2.3287  -0.005
C  0.6536  -1.7650  -2.7380  -0.467
C  1.7850  -1.5835  -1.6455  0.202
C  1.9268  -0.2745  -0.9345  -0.007
N  2.8320  0.0241  0.0380  -0.376
C  3.6146  -1.0979  0.2963  0.168
C  4.6806  -0.9647  1.3578  -0.223
C  5.5945  -2.0535  1.7025  -0.218
C  5.4763  -3.3774  0.9931  -0.214
C  4.4530  -3.5226  -0.0282  -0.200
C  3.5214  -2.3953  -0.4004  0.097
N  2.5921  -2.6514  -1.4047  -0.375
H  -2.6492  -1.6287  -0.4209  0.240
H  -1.3992  -0.7126  -1.3438  0.212
H  -0.9151  -1.4129  0.2670  0.227
H  -2.6941  -4.0673  -0.1235  0.217
H  -2.0788  -6.4319  -1.1126  0.222
H  -0.2241  -6.6187  -2.8835  0.218
H  1.0607  -4.4743  -3.7316  0.228
H  -0.0372  -0.8873  -2.7995  0.229
H  1.1985  -1.9498  -3.7136  0.239
H  1.2136  0.5474  -1.2297  0.201
H  4.8341  -0.0033  1.9221  0.231
H  6.3869  -1.9261  2.4806  0.225
H  6.1292  -4.2551  1.2133  0.227
H  4.3470  -4.4906  -0.5884  0.234
C  -0.0639  2.0421  3.0912  -0.402
N  -1.2601  1.2865  2.7724  -0.428
C  -1.6675  0.2072  3.6527  -0.417
C  -2.0102  1.5561  1.6780  0.529
O  -3.0230  0.9623  1.3528  -0.635
H  0.7924  1.3638  3.1172  0.197
H  -0.1865  2.5108  4.0705  0.195
H  0.1172  2.8167  2.3459  0.224
H  -1.6962  -0.7271  3.0877  0.212
H  -2.6692  0.4135  4.0356  0.214
H  -0.9702  0.1113  4.4839  0.205
H  -1.6133  2.3924  1.0788  0.105
C  -3.8043  6.4844  -1.0764  -0.399
N  -2.5876  5.9252  -0.5228  -0.430
C  -1.9056  4.8687  -1.2451  -0.415
C  -2.0631  6.3563  0.6510  0.530
O  -1.0480  5.9257  1.1647  -0.628
H  -4.5485  5.6914  -1.1808  0.199
H  -3.5883  6.9118  -2.0586  0.195
H  -4.2034  7.2646  -0.4283  0.212
H  -1.8458  3.9811  -0.6122  0.209
H  -0.8913  5.1953  -1.4842  0.214
H  -2.4380  4.6266  -2.1639  0.206
H  -2.6553  7.1596  1.1198  0.107

As for the spin multiplicity: 1. The value obtained for the HOMO energy is -8.532 eV. As for the energy: -1224.51787 Eh.